# 1
{
  "formula": "C10H14BF5N6OPtTe",
  "method": "the ωB97M-V functional and the def2-TZVPD basis",
  "relative_energy_kj_mol": 0.0,
  "multiplicity": 3,
  "homo_ev": [-16.49, -16.47],
  "max_force_ha_per_bohr": 0.07826,
  "gap_ha": [0.2643, 0.2040],
  "lumo_energy_ev": [-9.30, -10.92],
  "charge": 2,
  "s2": 2.02,
  "elements": ["C", "N", "N", "C", "C", "B", "N", "N", "C", "C", "C", "Pt", "N", "N", "C", "C", "C", "H", "H", "H", "H", "H", "H", "H", "H", "H", "H", "H", "C", "H", "H", "H", "F", "Te", "F", "F", "F", "F", "O"],
  "positions_angstrom": [[2.7958, -0.3297, -0.0301], [1.5168, -0.5205, -0.4625], [1.4357, 0.0042, -1.7653], [2.7107, 0.1825, -2.2114], [3.5814, -0.0018, -1.1432], [0.1857, 0.2485, -2.7077], [-0.5881, -1.1291, -2.3805], [-0.7524, -1.6701, -1.1000], [-1.3404, -2.8971, -1.2132], [-1.4450, -3.2020, -2.5620], [-0.9501, -2.1002, -3.2769], [0.0850, -1.3711, 0.6847], [-0.5309, 1.7637, -2.7104], [-1.0091, 2.1250, -1.5129], [-1.5409, 3.3363, -1.5157], [-1.4571, 3.8442, -2.8202], [-0.8323, 2.8344, -3.5644], [-1.9763, 3.7892, -0.6349], [-0.5750, 2.9022, -4.6125], [-1.8015, 4.8050, -3.1562], [0.5614, 0.1368, -3.8587], [-0.8156, -1.9875, -4.3390], [2.9000, 0.4254, -3.2411], [-1.8372, -4.1332, -2.9422], [4.6524, 0.1221, -1.1743], [-1.5020, -3.5231, -0.3202], [3.1278, -0.4049, 1.0039], [-1.7209, 0.7593, 1.4826], [-1.6879, -0.2667, 1.0958], [-2.5055, -0.3417, 0.3967], [-0.6665, -0.0494, 0.4150], [-1.8582, -0.8556, 2.0249], [1.3926, -1.7755, 5.1785], [1.6304, -0.4561, 3.8392], [3.5107, -0.5939, 3.5713], [1.6843, 0.9678, 2.5788], [-0.2068, -0.0089, 3.9705], [2.1381, 0.6681, 5.3095], [1.3069, -1.6860, 2.4887]],
  "atomic_forces_ev_per_a": [[0.31, -0.24, -1.27], [1.52, 1.75, -0.24], [0.33, -0.24, -0.35], [-0.72, -0.05, 1.69], [-0.22, 0.24, 0.17], [0.75, -1.32, -0.91], [-0.20, -0.14, 0.43], [-1.37, -1.11, -1.08], [1.06, 0.65, -0.46], [-0.09, 0.10, -0.16], [-0.37, 0.05, 1.99], [3.77, -1.34, 0.44], [-0.55, 0.40, 0.09], [0.39, -1.54, 1.37], [-0.38, 1.51, -1.64], [-0.83, 0.49, 2.36], [1.56, -2.53, -0.22], [0.14, -0.13, -0.07], [0.09, -0.44, -0.01], [0.00, 0.08, -0.27], [-0.15, 0.06, 0.54], [-0.13, 0.30, -0.02], [-0.02, 0.20, -0.06], [0.09, 0.16, -0.18], [-0.07, -0.02, 0.13], [-0.11, 0.41, -0.65], [-0.36, -0.48, -0.30], [0.48, -0.05, 0.07], [-1.76, 1.13, 1.64], [0.06, -0.52, -0.36], [-1.46, 2.16, 0.31], [0.23, 0.00, -0.50], [0.40, 1.01, -1.44], [1.01, 0.84, 2.29], [-1.60, -0.27, 0.14], [-0.02, -0.49, 0.61], [0.92, -0.18, 0.05], [-1.00, -0.94, -1.99], [-1.68, 0.49, -2.13]]
}

# 2
{
  "formula": "C43H64ClO24P",
  "method": "the ωB97M-V functional and the def2-TZVPD basis",
  "relative_energy_kj_mol": 0.0,
  "homo_ev": -9.65,
  "max_force_ha_per_bohr": 0.07005,
  "gap_ha": 0.3442,
  "lumo_energy_ev": -0.28,
  "charge": 0,
  "elements": ["C", "C", "C", "O", "P", "O", "O", "O", "Cl", "H", "H", "H", "H", "O", "C", "O", "C", "C", "C", "H", "H", "H", "H", "H", "H", "O", "C", "O", "C", "C", "C", "H", "H", "H", "H", "H", "H", "O", "C", "O", "C", "C", "C", "H", "H", "H", "H", "H", "H", "O", "C", "O", "C", "C", "C", "H", "H", "H", "H", "H", "H", "O", "C", "O", "C", "C", "C", "H", "H", "H", "H", "H", "H", "O", "C", "O", "C", "C", "C", "H", "H", "H", "H", "H", "H", "O", "C", "O", "C", "C", "C", "H", "H", "H", "H", "H", "H", "O", "C", "O", "C", "C", "C", "H", "H", "H", "H", "H", "H", "O", "C", "O", "C", "C", "C", "H", "H", "H", "H", "H", "H", "O", "C", "O", "C", "C", "C", "H", "H", "H", "H", "H", "H"],
  "positions_angstrom": [[-4.0037, 2.4020, 0.4288], [-3.7737, 2.8501, 1.5182], [-3.3649, 3.1852, 2.8742], [-2.6144, 2.1372, 3.5478], [-1.6613, 1.2069, 2.6764], [-0.7041, 0.5739, 3.5943], [-2.4551, 0.0578, 1.9355], [-0.8171, 2.0777, 1.5762], [0.3252, 3.0030, 2.3965], [-4.3548, 1.9258, -0.4545], [-2.8324, 4.1331, 2.9143], [-4.2719, 3.3295, 3.4606], [-3.0473, -0.3403, 2.5922], [-6.2466, 2.3158, -1.1478], [-6.4656, 2.3372, -2.3262], [-5.4645, 2.3340, -3.2401], [-6.0076, 2.4617, -4.5677], [-7.4483, 1.9889, -4.4509], [-7.8070, 2.4018, -3.0222], [-5.9345, 3.5087, -4.8708], [-5.4201, 1.8551, -5.2531], [-8.1014, 2.4125, -5.2118], [-7.4869, 0.9021, -4.5408], [-8.1840, 3.4237, -2.9706], [-8.5132, 1.7196, -2.5648], [-4.3493, -4.1489, 3.0327], [-3.4104, -3.8332, 3.6992], [-2.7170, -2.6835, 3.4990], [-1.5797, -2.6397, 4.3881], [-1.9163, -3.5728, 5.5377], [-2.7787, -4.6246, 4.8363], [-0.6973, -2.9668, 3.8353], [-1.4272, -1.6134, 4.7124], [-1.0372, -3.9726, 6.0384], [-2.5153, -3.0460, 6.2823], [-2.1782, -5.4282, 4.4081], [-3.5450, -5.0356, 5.4870], [4.9269, 1.4870, 6.4139], [4.5685, 1.3730, 5.2782], [5.4370, 1.3309, 4.2375], [4.7116, 1.3011, 2.9920], [3.3386, 0.7667, 3.3486], [3.1409, 1.2918, 4.7657], [4.6815, 2.3173, 2.5892], [5.2286, 0.6588, 2.2827], [2.5621, 1.0773, 2.6551], [3.3612, -0.3232, 3.3596], [2.7046, 2.2927, 4.7758], [2.5481, 0.6215, 5.3801], [-1.5365, 0.5099, -5.0823], [-1.1720, 0.9982, -4.0506], [0.0803, 1.4719, -3.8574], [0.2361, 1.9131, -2.4902], [-1.1800, 2.1722, -2.0006], [-1.9903, 1.1522, -2.7850], [0.7311, 1.1209, -1.9245], [0.8624, 2.8015, -2.4693], [-1.2811, 2.0892, -0.9217], [-1.4935, 3.1766, -2.2905], [-2.0417, 0.1859, -2.2785], [-2.9919, 1.5080, -3.0145], [3.5637, -1.9175, 0.6651], [4.6915, -2.3051, 0.7808], [5.3396, -2.3519, 1.9746], [6.7090, -2.7564, 1.7634], [6.7192, -3.4895, 0.4330], [5.6170, -2.7631, -0.3288], [7.3332, -1.8584, 1.7506], [7.0231, -3.3915, 2.5895], [7.6799, -3.4705, -0.0553], [6.4370, -4.5231, 0.5825], [5.9938, -1.8818, -0.8527], [5.0937, -3.4157, -1.0206], [-6.4562, -1.3095, -5.0744], [-5.3959, -1.8589, -4.9766], [-4.8291, -2.1499, -3.7862], [-3.5130, -2.7025, -3.9852], [-3.5187, -3.2488, -5.4044], [-4.4762, -2.2864, -6.1047], [-2.7844, -1.9002, -3.8542], [-3.3301, -3.4714, -3.2385], [-2.5279, -3.2926, -5.8516], [-3.9361, -4.2571, -5.4121], [-3.9603, -1.4034, -6.4851], [-5.0403, -2.7647, -6.9003], [-10.9746, 4.1731, -1.4488], [-11.5447, 3.3332, -2.0755], [-10.8998, 2.4709, -2.9038], [-11.8529, 1.6518, -3.6041], [-13.1112, 1.6819, -2.7470], [-13.0389, 3.0756, -2.1269], [-12.0142, 2.0799, -4.5959], [-11.4473, 0.6489, -3.7155], [-14.0205, 1.4927, -3.3139], [-13.0420, 0.9276, -1.9621], [-13.5012, 3.8320, -2.7625], [-13.4684, 3.1109, -1.1303], [9.2976, -2.0318, -0.3411], [10.2667, -1.6325, 0.2359], [10.8832, -0.4722, -0.0810], [12.0744, -0.3117, 0.7105], [11.8603, -1.1897, 1.9355], [11.0076, -2.3216, 1.3661], [12.9309, -0.6319, 0.1134], [12.1957, 0.7387, 0.9622], [12.7895, -1.5194, 2.3953], [11.2894, -0.6432, 2.6872], [11.6154, -3.1242, 0.9462], [10.3094, -2.7235, 2.0950], [7.4506, -5.7769, -0.9239], [7.3308, -5.7157, -2.1114], [6.2801, -5.1064, -2.7109], [6.3501, -5.2829, -4.1368], [7.8152, -5.5743, -4.4300], [8.2511, -6.3069, -3.1625], [5.6969, -6.1128, -4.4142], [5.9950, -4.3790, -4.6252], [7.9645, -6.1412, -5.3466], [8.3677, -4.6382, -4.5203], [8.0661, -7.3802, -3.2232], [9.2909, -6.1197, -2.9112], [-1.2374, 5.7108, 3.5369], [-0.2546, 6.1057, 4.0913], [0.3723, 7.2589, 3.7687], [1.5780, 7.3992, 4.5422], [1.3716, 6.5194, 5.7674], [0.4950, 5.4012, 5.2078], [2.4208, 7.0696, 3.9307], [1.7177, 8.4470, 4.7956], [2.3033, 6.1752, 6.2115], [0.8199, 7.0707, 6.5300], [1.0880, 4.5925, 4.7771], [-0.1960, 5.0064, 5.9462]],
  "atomic_forces_ev_per_a": [[0.07, -0.07, 0.51], [0.41, -0.33, -0.17], [-0.94, 0.55, 0.19], [-0.09, 0.39, -1.50], [1.93, -1.69, 2.52], [-0.03, 0.18, 0.27], [-0.34, 1.23, -0.85], [-1.09, -0.09, -0.23], [0.10, 0.11, -0.32], [0.07, 0.20, -0.14], [0.41, -0.16, 0.01], [0.06, -0.11, 0.20], [-0.06, -0.35, -0.20], [-0.15, -0.13, -0.31], [-0.29, 0.19, 0.14], [0.06, -0.03, 0.00], [-0.11, -0.04, -0.25], [-0.20, -0.07, 0.07], [0.34, -0.31, -0.48], [0.00, 0.02, 0.05], [0.13, -0.03, 0.13], [0.05, 0.09, 0.00], [0.07, 0.03, -0.03], [-0.07, -0.03, 0.16], [-0.05, 0.19, 0.24], [-0.11, 0.17, -0.06], [0.11, -0.38, -0.02], [-0.09, -0.04, 0.21], [0.35, 0.31, 0.20], [-0.23, -0.23, -0.08], [0.10, 0.50, 0.30], [-0.03, 0.01, -0.05], [0.00, 0.07, -0.24], [0.05, 0.01, -0.08], [0.01, 0.02, 0.00], [-0.08, -0.05, -0.03], [-0.06, -0.19, -0.18], [0.19, -0.05, 0.00], [-0.26, 0.21, 0.14], [0.01, -0.02, -0.01], [-0.05, -0.05, -0.15], [-0.30, -0.05, 0.01], [0.27, -0.33, -0.38], [-0.02, 0.01, 0.04], [0.18, 0.00, 0.13], [0.00, -0.01, -0.04], [0.01, 0.00, -0.07], [-0.02, -0.01, 0.11], [-0.06, 0.18, 0.16], [0.16, -0.03, -0.24], [-0.25, -0.24, 0.21], [-0.04, 0.02, -0.04], [-0.08, -0.02, 0.14], [-0.07, 0.11, 0.20], [0.18, 0.41, 0.06], [-0.01, -0.04, -0.04], [0.05, -0.03, -0.19], [0.04, -0.01, 0.02], [0.03, 0.02, 0.03], [-0.05, -0.02, -0.04], [-0.08, -0.25, -0.06], [-0.03, 0.02, 0.34], [0.05, 0.16, -0.39], [-0.12, 0.02, -0.10], [0.26, -0.02, -0.04], [-0.33, 0.28, 0.22], [0.20, -0.33, 0.35], [-0.04, 0.02, -0.02], [-0.16, 0.08, 0.12], [0.09, 0.04, 0.04], [-0.07, -0.06, 0.09], [-0.07, 0.01, -0.04], [-0.10, 0.18, -0.12], [-0.10, 0.00, 0.15], [0.13, 0.24, -0.23], [-0.05, -0.07, -0.02], [0.24, -0.04, 0.03], [-0.02, 0.04, -0.16], [0.15, -0.44, 0.21], [-0.01, 0.02, -0.06], [-0.17, 0.07, 0.11], [0.03, 0.08, 0.06], [0.00, 0.00, 0.02], [-0.05, 0.03, -0.02], [-0.09, 0.22, -0.08], [0.19, -0.05, 0.01], [-0.19, 0.32, 0.00], [-0.15, -0.07, -0.02], [-0.11, -0.14, -0.04], [-0.12, 0.08, 0.04], [0.06, -0.56, -0.05], [-0.01, 0.03, 0.01], [0.17, 0.07, 0.01], [0.04, 0.02, -0.06], [0.02, -0.02, -0.02], [0.01, 0.07, 0.07], [0.01, 0.25, 0.00], [0.08, 0.29, -0.13], [0.07, -0.34, -0.04], [-0.01, 0.03, 0.04], [0.14, 0.04, 0.14], [0.00, -0.13, 0.06], [0.11, 0.47, 0.27], [-0.02, -0.03, -0.01], [-0.11, 0.05, -0.14], [0.03, 0.01, -0.07], [0.01, 0.02, -0.01], [-0.08, -0.06, -0.01], [-0.05, -0.20, -0.15], [0.01, -0.28, -0.27], [0.17, -0.39, 0.07], [0.00, 0.04, -0.02], [0.03, 0.01, -0.19], [0.12, -0.10, 0.01], [-0.06, 0.44, -0.36], [0.01, -0.02, 0.03], [-0.09, 0.05, 0.15], [-0.07, -0.02, 0.01], [-0.02, 0.01, -0.01], [0.05, -0.02, 0.08], [0.00, -0.18, 0.18], [-0.14, 0.32, -0.14], [0.05, -0.50, 0.11], [-0.05, 0.03, 0.00], [0.14, 0.02, 0.14], [0.02, -0.14, 0.05], [0.15, 0.56, 0.26], [-0.02, -0.03, -0.01], [-0.11, 0.05, -0.14], [0.03, 0.01, -0.07], [0.01, 0.02, -0.01], [-0.09, -0.08, 0.02], [-0.06, -0.23, -0.17]]
}